(1)
Below is a cluster of 2 separate species, C2H3N4 in total in a non-equilibrium geometry, with properties calculated with the ωB97M-V functional and the def2-TZVPD basis.

## Properties
total charge: +1
frontier orbital gap (alpha / beta): 0.275 / 0.275 Ha

Positions of all 9 atoms, in Å:
N 0.615 -2.523 -1.296
H -1.257 -1.263 1.096
H 1.024 3.312 0.664
C -0.167 -1.942 -0.711
N 0.742 1.433 0.366
H -1.794 -0.659 -0.798
C -1.055 -1.138 -0.052
N 0.639 0.404 -0.106
N 1.253 2.376 0.837

=====

(2)
Below is a structure of composition C2H3N4 in a non-equilibrium geometry, with properties calculated with the ωB97M-V functional and the def2-TZVPD basis.

## Properties
multiplicity: 3
total charge: +1
frontier orbital gap (alpha / beta): 0.346 / 0.262 Ha

Positions of all 9 atoms, in Å:
C 3.803 0.267 -0.049
H 1.426 1.700 0.014
H -1.176 0.164 -0.086
N 2.604 -0.008 -0.043
N -0.555 -0.592 0.082
H -0.971 -1.504 -0.121
N 1.394 0.716 0.157
N 1.873 -1.212 0.010
C 0.738 -0.493 0.163

=====

(3)
Below is a structure of composition C2H3N5O in a non-equilibrium geometry, with properties calculated with the ωB97M-V functional and the def2-TZVPD basis.

## Properties
frontier orbital gap: 0.323 Ha

Positions of all 11 atoms, in Å:
N -1.657 0.394 0.880
H -2.972 -1.191 1.206
N 0.535 1.206 0.619
N -0.002 -0.925 -0.218
N -2.363 -0.969 0.520
H 2.698 1.447 0.276
C -0.500 0.458 0.410
H -1.715 -1.896 0.543
O 1.717 0.304 -1.194
N 0.819 -1.150 -1.007
C 1.654 1.095 -0.082

=====

(4)
Below is an isolated molecule of C2H3NO in a non-equilibrium geometry, with properties calculated with the ωB97M-V functional and the def2-TZVPD basis.

## Properties
SMILES: N#CCO
frontier orbital gap: 0.433 Ha

Positions of all 7 atoms, in Å:
H -0.102 0.379 -1.933
C -0.821 0.257 0.862
O 0.003 -0.417 -1.260
H 0.831 -1.108 0.449
C 0.353 -0.216 0.036
H 1.261 0.526 0.100
N -1.526 0.579 1.746

=====

(5)
Below is a structure of composition C2H3NO in a non-equilibrium geometry, with properties calculated with the ωB97M-V functional and the def2-TZVPD basis.

## Properties
frontier orbital gap: 0.360 Ha

Positions of all 7 atoms, in Å:
C 0.466 0.442 0.386
C -0.447 -0.567 0.844
H 0.225 1.472 0.738
O -0.420 0.009 -1.216
H -0.099 -0.226 -2.128
N -1.263 -1.381 0.718
H 1.537 0.252 0.658

=====

(6)
Below is a cluster of 2 separate species, C2H3NO in total in a non-equilibrium geometry, with properties calculated with the ωB97M-V functional and the def2-TZVPD basis.

## Properties
frontier orbital gap (alpha / beta): 0.288 / 0.287 Ha

Positions of all 7 atoms, in Å:
O 0.093 -0.856 0.045
C -0.964 -0.033 -0.024
H -1.256 0.506 -1.086
N 3.076 0.600 0.116
H -1.920 -0.705 0.090
C 2.146 -0.024 -0.047
H -1.176 0.513 0.907

=====

(7)
Below is an isolated molecule of C2H3NO in a non-equilibrium geometry, with properties calculated with the ωB97M-V functional and the def2-TZVPD basis.

## Properties
SMILES: N#CCO
frontier orbital gap: 0.424 Ha

Positions of all 7 atoms, in Å:
N 2.174 -0.407 -0.086
C 1.058 -0.009 -0.087
C -0.345 0.455 -0.063
H -0.490 0.966 0.969
H -0.528 1.192 -0.832
O -1.204 -0.623 -0.137
H -0.664 -1.573 0.235

=====

(8)
Below is a structure of composition C2H3NO in a non-equilibrium geometry, with properties calculated with the ωB97M-V functional and the def2-TZVPD basis.

## Properties
frontier orbital gap: 0.335 Ha

Positions of all 7 atoms, in Å:
H -1.016 -1.089 0.890
N -0.162 0.846 0.117
C -0.607 -0.485 0.068
O 2.573 -0.151 0.098
H -1.230 -0.703 -0.791
H -0.354 1.660 -0.327
C 0.796 -0.078 -0.055